{
  "formula": "C11H13BrN2",
  "method": "the ωB97M-V functional and the def2-TZVPD basis",
  "gap_ha": [0.295, 0.295],
  "max_force_ev_per_a": 4.56,
  "e_homo_ev": [-7.90, -7.90],
  "relative_energy_ev": 2.317,
  "lumo_ev": [0.1243, 0.1242],
  "symbols": ["C", "C", "C", "C", "C", "C", "C", "C", "C", "C", "C", "N", "N", "Br", "H", "H", "H", "H", "H", "H", "H", "H", "H", "H", "H", "H", "H"],
  "coordinates": [[2.1763, 2.5955, 0.1243], [2.1919, 1.5607, 1.0619], [1.2544, 2.5365, -0.9081], [1.4779, 0.3905, 0.8609], [0.5386, 1.4102, -1.1731], [0.5605, 0.3625, -0.2678], [-0.7531, -2.5699, 1.3768], [0.2171, -2.2522, 0.1038], [-0.1023, -0.9125, -0.4870], [-2.3216, 0.4807, 0.9580], [-0.8958, -1.0650, -1.8108], [-1.7452, -1.7318, 1.4563], [-1.7765, -0.7875, 0.5443], [0.3166, -1.3013, -3.3418], [2.7881, 3.4280, 0.3270], [2.9291, 1.5229, 1.8446], [1.0916, 3.3658, -1.5834], [1.6924, -0.3168, 1.7021], [-0.0026, 1.4404, -2.0922], [-0.6726, -3.4783, 1.9171], [1.2216, -2.2674, 0.5981], [0.1911, -3.0052, -0.6296], [-2.2408, 0.7945, 2.0502], [-1.6816, 1.3045, 0.3157], [-3.4406, 0.7834, 0.6664], [-1.5780, -0.2128, -1.9063], [-1.4366, -2.0753, -1.7073]]
}

***

{
  "formula": "C11H13ClFN",
  "method": "the ωB97M-V functional and the def2-TZVPD basis",
  "gap_ha": [0.225, 0.296],
  "max_force_ev_per_a": 4.32,
  "e_homo_ev": [-6.40, -8.19],
  "relative_energy_ev": 2.663,
  "lumo_ev": [-0.2699, -0.1353],
  "symbols": ["C", "C", "C", "C", "C", "C", "C", "C", "C", "C", "C", "N", "F", "Cl", "H", "H", "H", "H", "H", "H", "H", "H", "H", "H", "H", "H", "H"],
  "coordinates": [[3.9421, 1.3045, -0.1395], [3.4891, 0.4352, -1.1968], [3.0463, 1.7287, 0.8267], [2.1412, 0.0646, -1.2005], [1.7141, 1.3580, 0.7663], [1.2163, 0.5168, -0.2476], [-0.1134, 0.1827, -0.2588], [-3.0863, 0.7773, 1.0990], [-3.3171, -0.5104, -1.1087], [0.3383, -2.4750, 0.7347], [-2.4475, -0.2069, 0.0611], [-1.2876, 0.3574, -0.4447], [-0.2596, -3.2784, -0.2449], [2.0231, -2.6700, 0.7751], [4.8623, 1.7141, -0.0569], [4.2644, 0.1139, -1.8943], [3.3181, 2.3091, 1.6286], [1.9887, -0.6411, -2.1378], [0.9350, 1.6294, 1.4558], [-3.4488, 0.3086, 2.0428], [-2.2675, 1.3686, 1.3596], [-3.8397, 1.3299, 0.5800], [-4.2770, -1.1045, -0.7866], [-2.7681, -1.0327, -1.9086], [-3.6897, 0.3689, -1.7778], [-0.2186, -2.7516, 1.6525], [-2.2582, -1.1972, 0.4212]]
}

***

- Which formula does entry 1 have?
  C11H13BrN2